Entry 1:
Computed, not measured: C26H17AuBr2N3O6 as an isolated structure in a non-equilibrium geometry, with the ωB97M-V functional and the def2-TZVPD basis.

Computed properties:
Orbital gap, eV: 4.397
HOMO level, eV: -11.559
Total charge: +1

Positions of all 55 atoms, in Å:
Au -0.01 -0.05 -0.31
O -0.02 -5.75 4.71
C 0.09 -4.54 5.28
O 0.21 -4.42 6.46
C 0.05 -3.33 4.37
C 0.11 -3.39 2.98
C 0.08 -2.22 2.25
C 0.02 -0.97 2.87
C -0.04 -0.92 4.27
C -0.02 -2.09 5.00
N 0.01 0.16 2.05
C 0.05 1.37 2.41
C 0.05 2.46 1.42
C -0.02 3.78 1.84
C -0.04 4.79 0.88
C 0.04 4.45 -0.46
C 0.12 3.10 -0.80
N 0.12 2.16 0.13
H -0.15 -5.72 3.76
H 0.18 -4.32 2.45
H 0.13 -2.25 1.16
H -0.10 0.03 4.78
H -0.05 -2.07 6.08
H 0.09 1.68 3.45
H -0.07 4.01 2.89
H -0.12 5.82 1.18
H 0.03 5.20 -1.24
H 0.19 2.78 -1.83
Br -1.40 -3.75 -2.50
C 0.45 -3.48 -2.32
C 1.38 -4.37 -2.85
N 2.68 -4.18 -2.70
C 3.15 -3.14 -2.04
C 2.29 -2.20 -1.48
C 0.93 -2.38 -1.64
C 2.87 -1.00 -0.72
O 4.04 -0.98 -0.47
O 2.01 -0.09 -0.39
H 1.07 -5.25 -3.41
H 4.22 -3.03 -1.92
H 0.21 -1.65 -1.22
Br -6.32 -3.43 -0.17
C -5.90 -1.58 -0.13
C -6.91 -0.64 -0.07
C -6.59 0.71 -0.03
C -5.27 1.11 -0.04
C -4.26 0.16 -0.09
C -4.57 -1.20 -0.15
C -2.83 0.61 -0.03
O -2.53 1.73 0.35
O -1.98 -0.32 -0.40
H -7.95 -0.96 -0.06
H -7.39 1.44 0.01
H -5.00 2.16 0.00
H -3.78 -1.94 -0.21

Entry 2:
Computed, not measured: C26H17BaN4O6S3 as an isolated structure in a non-equilibrium geometry, with the ωB97M-V functional and the def2-TZVPD basis.

Computed properties:
Energy above the lowest of the compared OMol25 structures with the same formula, charge and spin, kJ/mol: 87.2
Orbital gap, eV: 5.845
HOMO level, eV: -4.346
Total charge: -1

Positions of all 57 atoms, in Å:
Ba 0.16 -0.79 0.17
O 2.67 -0.02 -0.07
C 2.84 1.42 0.00
C 1.40 2.04 0.10
O 1.30 3.14 0.64
O 0.50 1.31 -0.44
C 3.40 1.97 -1.31
C 3.35 1.21 -2.48
C 3.83 1.73 -3.68
C 4.35 3.01 -3.73
C 4.38 3.78 -2.56
C 3.91 3.26 -1.37
C 3.74 1.72 1.20
C 3.22 2.01 2.47
C 4.07 2.17 3.56
C 5.45 2.05 3.41
C 5.97 1.76 2.16
C 5.12 1.60 1.07
H 3.53 -0.45 -0.15
H 2.93 0.22 -2.44
H 3.79 1.12 -4.57
H 4.72 3.42 -4.66
H 4.77 4.79 -2.59
H 3.92 3.86 -0.46
H 2.16 2.15 2.59
H 3.65 2.40 4.53
H 6.11 2.18 4.26
H 7.04 1.66 2.02
H 5.54 1.39 0.09
S -5.73 -0.03 5.74
N -5.85 -0.03 4.13
C -4.62 -0.06 3.67
C -4.24 -0.06 2.25
C -5.18 -0.02 1.22
C -4.74 0.01 -0.08
C -3.37 0.01 -0.31
N -2.47 -0.04 0.66
C -2.89 -0.08 1.94
C -1.85 -0.13 3.02
N -0.56 -0.17 2.64
C 0.38 -0.21 3.57
C 0.11 -0.17 4.93
C -1.20 -0.11 5.33
C -2.20 -0.10 4.35
C -3.63 -0.07 4.69
N -4.13 -0.04 5.91
H -6.23 -0.02 1.47
H -5.43 0.04 -0.91
H -2.98 0.05 -1.32
H 1.41 -0.29 3.21
H 0.92 -0.19 5.65
H -1.48 -0.09 6.37
O 0.23 -4.88 -0.01
S -0.09 -3.50 0.29
O 1.02 -2.81 1.02
O -0.33 -2.69 -0.96
S -1.74 -3.28 1.43

Entry 3:
Computed, not measured: C26H18BrMgN4SSe2 as an isolated structure in a non-equilibrium geometry, with the ωB97M-V functional and the def2-TZVPD basis.

Computed properties:
Energy above the lowest of the compared OMol25 structures with the same formula, charge and spin, kJ/mol: 20.4
Orbital gap, eV: 6.776
HOMO level, eV: -4.821
Total charge: -1

Positions of all 53 atoms, in Å:
Mg 0.46 -1.71 1.37
Br -0.66 -3.44 3.29
C -2.43 -3.13 2.60
C -3.42 -3.89 3.15
C -4.74 -3.74 2.70
C -5.03 -2.83 1.72
C -4.00 -2.04 1.15
C -4.30 -1.13 0.11
C -3.31 -0.41 -0.48
C -1.98 -0.54 -0.03
C -1.60 -1.38 1.00
C -2.64 -2.17 1.58
H -3.19 -4.61 3.92
H -5.52 -4.35 3.14
H -6.04 -2.70 1.36
H -5.34 -1.03 -0.21
H -3.54 0.27 -1.29
H -1.24 0.05 -0.55
S 2.24 3.71 -2.10
C 1.88 2.20 -1.20
C 1.11 2.24 -0.05
C 0.81 1.05 0.58
N 1.24 -0.13 0.13
C 1.97 -0.17 -0.98
C 2.33 0.98 -1.67
C 0.55 4.05 -2.61
C 0.02 3.37 -3.70
C -1.31 3.61 -4.03
N -2.08 4.47 -3.37
C -1.55 5.13 -2.34
C -0.24 4.96 -1.93
H 0.73 3.17 0.35
H 0.21 1.04 1.48
H 2.27 -1.15 -1.32
H 2.94 0.92 -2.56
H 0.61 2.66 -4.25
H -1.77 3.10 -4.86
H -2.21 5.81 -1.83
H 0.16 5.52 -1.10
Se 0.59 -3.76 -2.70
C 0.77 -3.46 -0.99
N 0.88 -3.26 0.16
Se 1.98 -0.40 3.51
C 3.40 -0.57 2.27
C 4.15 0.53 1.87
C 5.12 0.37 0.89
N 5.41 -0.79 0.31
C 4.72 -1.85 0.72
C 3.73 -1.80 1.69
H 3.96 1.51 2.30
H 5.70 1.23 0.54
H 4.98 -2.79 0.24
H 3.21 -2.70 2.00

Entry 4:
Computed, not measured: C26H18CaN3O6S4 as an isolated structure, with the ωB97M-V functional and the def2-TZVPD basis.

Computed properties:
Energy above the lowest of the compared OMol25 structures with the same formula, charge and spin, kJ/mol: 8.9
Orbital gap, eV: 5.808
HOMO level, eV: -4.645
Total charge: -1

Positions of all 58 atoms, in Å:
Ca 0.06 -1.28 -0.67
S 1.80 -3.36 0.11
C 2.17 -2.15 1.33
C 3.45 -1.59 1.43
C 3.75 -0.59 2.33
C 2.76 -0.11 3.20
C 1.49 -0.66 3.14
C 1.19 -1.65 2.21
S -0.44 -2.36 2.09
C -1.51 -0.95 2.46
C -2.70 -0.94 1.54
C -3.94 -0.49 1.98
C -5.01 -0.50 1.11
C -4.83 -0.99 -0.17
C -3.56 -1.42 -0.55
C -3.33 -1.94 -1.94
S -1.93 -3.10 -2.02
C -1.52 -2.91 -3.73
C -1.72 -4.00 -4.58
C -1.39 -3.92 -5.92
C -0.88 -2.73 -6.42
C -0.69 -1.65 -5.58
C -0.98 -1.69 -4.21
S -0.71 -0.29 -3.21
N -2.52 -1.38 0.28
H 4.21 -1.94 0.74
H 4.75 -0.17 2.37
H 2.99 0.67 3.91
H 0.73 -0.30 3.82
H -0.94 -0.03 2.29
H -1.85 -0.97 3.50
H -4.05 -0.15 3.00
H -5.98 -0.15 1.43
H -5.65 -1.04 -0.87
H -3.07 -1.10 -2.59
H -4.22 -2.43 -2.31
H -2.13 -4.91 -4.16
H -1.54 -4.78 -6.57
H -0.62 -2.65 -7.46
H -0.28 -0.72 -5.97
O -0.16 0.85 0.43
C 1.04 1.12 0.18
O 1.81 0.41 -0.49
C 1.61 2.39 0.78
C 2.97 2.65 0.68
C 3.48 3.79 1.26
C 2.69 4.69 1.95
C 1.34 4.40 2.03
C 0.78 3.27 1.46
N 0.47 5.35 2.76
O 0.99 6.34 3.24
O -0.71 5.07 2.85
N 4.93 4.07 1.17
O 5.34 5.09 1.68
O 5.62 3.26 0.58
H 3.60 1.95 0.15
H 3.11 5.58 2.40
H -0.27 3.06 1.54

Entry 5:
Computed, not measured: C26H18HoN3OS3 as an isolated structure in a non-equilibrium geometry, with the ωB97M-V functional and the def2-TZVPD basis.

Computed properties:
2S+1: 5
Orbital gap (spin up / spin down), eV: 7.173 / 7.211
HOMO level (spin up / spin down), eV: -7.823 / -7.854
Total charge: 0

Positions of all 52 atoms, in Å:
Ho 1.00 -0.32 0.26
S 2.67 -1.20 2.14
C 1.71 0.07 2.88
C 2.37 1.10 3.53
C 1.78 2.17 4.13
C 2.61 3.18 4.70
N 3.23 4.07 5.09
C 0.37 2.31 4.06
C -0.33 1.32 3.37
C 0.29 0.15 2.83
S -0.77 -1.05 2.10
C -0.31 3.45 4.50
N -0.86 4.40 4.84
H 3.43 0.97 3.58
H -1.43 1.33 3.33
C -2.47 -0.11 -2.80
C -2.30 1.07 -3.44
C -1.34 1.93 -2.97
C -0.70 1.71 -1.75
N -0.86 0.51 -1.16
C -1.78 -0.36 -1.62
C 0.38 2.53 -1.16
C 0.46 3.89 -1.51
C 1.53 4.68 -1.01
C 2.43 4.13 -0.10
C 2.33 2.75 0.19
C 1.30 1.94 -0.27
H -3.23 -0.84 -3.09
H -2.80 1.31 -4.36
H -1.12 2.82 -3.56
H -1.92 -1.26 -1.08
H -0.25 4.35 -2.18
H 1.62 5.69 -1.39
H 3.24 4.77 0.27
H 3.09 2.31 0.81
C 1.74 -4.16 0.12
S 1.21 -3.43 -1.45
O 1.29 -1.94 -1.28
C -0.51 -3.89 -1.47
C -1.31 -3.73 -0.34
C -2.69 -3.79 -0.48
C -3.29 -3.97 -1.71
C -2.47 -4.12 -2.82
C -1.06 -4.11 -2.75
H 1.17 -3.69 0.92
H 2.81 -4.04 0.28
H 1.56 -5.21 0.05
H -0.87 -3.53 0.63
H -3.32 -3.66 0.35
H -4.35 -4.04 -1.77
H -2.85 -4.33 -3.78
H -0.43 -4.14 -3.65

Entry 6:
Computed, not measured: C26H18IrN2O6S3 as an isolated structure, with the ωB97M-V functional and the def2-TZVPD basis.

Computed properties:
Energy above the lowest of the compared OMol25 structures with the same formula, charge and spin, kJ/mol: 0.0
2S+1: 2
Orbital gap (spin up / spin down), eV: 7.705 / 6.297
HOMO level (spin up / spin down), eV: -8.365 / -8.596
Total charge: 0

Positions of all 56 atoms, in Å:
Ir 0.20 -0.23 -0.48
S 2.43 0.28 -3.04
C 2.94 0.63 -1.41
C 4.27 1.02 -1.23
C 4.74 1.28 0.03
C 3.87 1.20 1.11
C 2.57 0.82 0.87
N 2.10 0.52 -0.36
H 4.91 1.11 -2.10
H 5.78 1.56 0.18
H 4.18 1.41 2.12
H 1.86 0.72 1.67
O 0.94 -2.13 -0.99
S 1.03 -2.71 0.40
O 2.22 -3.48 0.60
O 0.84 -1.55 1.30
C -0.35 -3.81 0.63
C 0.00 -5.14 0.81
C -0.97 -6.12 0.98
C -2.30 -5.76 0.97
C -2.67 -4.44 0.79
C -1.71 -3.45 0.62
S -2.38 -1.78 0.50
O -3.75 -1.94 0.10
O -1.61 -1.17 -0.66
O -2.12 -1.13 1.75
H 1.05 -5.40 0.81
H -0.67 -7.15 1.13
H -3.07 -6.52 1.10
H -3.71 -4.14 0.77
C -0.56 0.45 -4.63
C -0.86 1.81 -4.64
C -0.89 2.52 -3.45
C -0.59 1.88 -2.25
C -0.21 0.53 -2.24
C -0.24 -0.19 -3.44
C -0.72 2.47 -0.92
C -1.10 3.81 -0.69
C -1.24 4.26 0.58
C -1.02 3.39 1.66
C -1.16 3.81 3.01
C -0.95 2.93 4.03
C -0.60 1.60 3.75
C -0.46 1.16 2.47
C -0.66 2.05 1.39
N -0.50 1.62 0.09
H -0.57 -0.11 -5.56
H -1.10 2.30 -5.57
H -1.18 3.56 -3.46
H -0.03 -1.25 -3.42
H -1.26 4.46 -1.54
H -1.52 5.29 0.77
H -1.44 4.84 3.20
H -1.07 3.26 5.06
H -0.46 0.90 4.56
H -0.24 0.12 2.27

Entry 7:
Computed, not measured: C26H19Br2Cl2FeNO5P as an isolated structure in a non-equilibrium geometry, with the ωB97M-V functional and the def2-TZVPD basis.

Computed properties:
Energy above the lowest of the compared OMol25 structures with the same formula, charge and spin, kJ/mol: 1556.9
2S+1: 6
Orbital gap (spin up / spin down), eV: 6.864 / 6.917
HOMO level (spin up / spin down), eV: -7.377 / -8.041
Total charge: 0

Positions of all 57 atoms, in Å:
Fe 0.21 0.40 -0.01
O 3.91 -1.05 0.97
C 2.80 -0.59 1.04
O 2.07 -0.23 0.02
C 2.16 -0.37 2.43
P 0.35 -0.50 2.28
C -0.06 -2.27 2.09
C 0.85 -3.22 2.35
C 0.90 -4.69 2.29
C 0.24 -5.75 1.86
C -2.38 -3.08 1.05
C -1.42 -2.42 1.58
C -0.35 -0.03 3.89
C -1.10 -0.90 4.67
C -1.65 -0.45 5.87
C -1.44 0.85 6.29
C -0.69 1.72 5.51
C -0.16 1.29 4.31
H 2.37 0.66 2.73
H 2.62 -1.02 3.17
H 1.79 -2.83 2.72
H 1.83 -5.04 2.77
H -2.36 -5.85 2.04
H -2.92 -5.67 0.19
H -2.08 -1.50 1.48
H -1.25 -1.92 4.36
H -2.23 -1.14 6.47
H -1.87 1.19 7.23
H -0.54 2.74 5.84
H 0.40 1.98 3.69
C 2.45 3.12 0.40
C 1.01 3.51 0.37
C 0.64 4.86 0.57
C -0.68 5.22 0.56
C -1.67 4.24 0.33
C -3.07 4.49 0.29
Br -3.73 6.24 0.55
C -3.95 3.47 0.06
C -3.49 2.16 -0.14
Br -4.74 0.78 -0.44
C -2.14 1.84 -0.13
O -1.68 0.63 -0.33
C -1.23 2.92 0.13
N 0.10 2.58 0.17
H 3.03 3.75 -0.28
H 2.60 2.08 0.11
H 2.87 3.27 1.40
H 1.41 5.59 0.74
H -0.97 6.25 0.71
H -5.01 3.66 0.03
Cl -1.68 -5.62 0.82
C -1.03 -6.64 -0.40
Cl -2.21 -7.32 -1.44
C 0.89 -2.50 -1.19
O 1.69 -3.32 -1.03
O 0.07 -1.69 -1.35
H -0.25 -7.25 0.01

Entry 8:
Computed, not measured: C26H19BrF5N3OPtSSe as an isolated structure, with the ωB97M-V functional and the def2-TZVPD basis.

Computed properties:
Energy above the lowest of the compared OMol25 structures with the same formula, charge and spin, kJ/mol: 0.0
Orbital gap, eV: 6.007
HOMO level, eV: -13.788
Total charge: +2

Positions of all 58 atoms, in Å:
Pt 0.03 0.56 -0.20
F -2.42 5.41 3.51
C -2.23 4.20 3.03
C -1.00 3.87 2.47
F -0.03 4.76 2.40
C -0.83 2.60 1.98
F 0.38 2.29 1.39
C -1.83 1.63 1.99
S -1.55 0.01 1.35
C -3.04 1.99 2.54
F -4.04 1.11 2.58
C -3.25 3.26 3.07
F -4.42 3.58 3.59
O 1.72 -0.42 0.94
C 2.91 0.36 0.72
C 2.95 0.77 -0.73
C 4.15 0.97 -1.38
C 4.14 1.39 -2.70
C 2.93 1.58 -3.34
C 1.76 1.35 -2.64
N 1.77 0.98 -1.35
H 1.54 -0.51 1.89
H 3.79 -0.23 0.97
H 2.89 1.25 1.36
H 5.08 0.80 -0.86
H 5.07 1.56 -3.23
H 2.87 1.89 -4.38
H 0.79 1.49 -3.09
Br -3.95 5.17 -2.82
C -2.86 3.80 -2.14
C -1.51 4.05 -1.91
C -0.70 3.04 -1.42
C -1.25 1.79 -1.14
C -2.59 1.54 -1.37
C -3.40 2.55 -1.87
H -1.10 5.03 -2.12
H 0.34 3.26 -1.23
H -3.04 0.59 -1.13
H -4.45 2.37 -2.05
C 1.90 -3.21 -1.31
N 0.67 -3.37 -0.55
C -0.42 -2.61 -0.61
Se -0.74 -1.11 -1.73
N -1.34 -3.10 0.23
C -0.83 -4.22 0.87
C -1.38 -5.09 1.81
C -0.57 -6.13 2.22
C 0.73 -6.30 1.72
C 1.27 -5.45 0.78
C 0.45 -4.40 0.37
H 1.81 -2.33 -1.94
H 2.07 -4.08 -1.93
H 2.74 -3.09 -0.61
H -2.25 -2.70 0.35
H -2.38 -4.96 2.20
H -0.95 -6.83 2.95
H 1.32 -7.14 2.07
H 2.27 -5.59 0.39

Entry 9:
Computed, not measured: C26H19CuINO3PSe as an isolated structure in a non-equilibrium geometry, with the ωB97M-V functional and the def2-TZVPD basis.

Computed properties:
Orbital gap, eV: 7.303
HOMO level, eV: -5.206
Total charge: -1

Positions of all 53 atoms, in Å:
Cu -2.44 0.69 -0.56
O 1.39 0.00 -1.93
P 1.73 -0.72 -0.68
C 2.97 -1.97 -1.06
C 3.13 -2.28 -2.42
C 3.77 -3.47 -2.81
C 4.55 -4.16 -1.90
C 4.68 -3.59 -0.53
C 3.85 -2.57 -0.13
C 0.40 -1.81 0.01
C 0.33 -2.48 1.25
C -0.61 -3.48 1.40
C -1.64 -3.70 0.42
C -1.50 -3.02 -0.82
C -0.49 -2.10 -0.99
C 2.46 0.34 0.60
C 3.79 0.51 0.80
C 4.24 1.53 1.66
C 3.29 2.18 2.50
C 1.94 2.01 2.30
C 1.55 1.09 1.31
H 2.58 -1.71 -3.15
H 3.47 -3.89 -3.74
H 4.94 -5.17 -2.16
H 5.41 -4.11 0.20
H 3.77 -2.26 0.96
H 1.03 -2.32 2.01
H -0.68 -4.01 2.30
H -2.45 -4.41 0.47
H -2.24 -3.12 -1.58
H -0.32 -1.62 -1.93
H 4.49 -0.01 0.17
H 5.28 1.79 1.72
H 3.65 2.92 3.18
H 1.15 2.39 3.01
H 0.54 0.96 1.17
I -7.05 6.35 -0.22
C -5.62 4.88 0.11
C -5.29 4.29 1.34
C -4.05 3.69 1.40
C -3.10 3.58 0.37
C -3.63 4.03 -0.87
C -4.81 4.73 -1.02
C -1.82 3.04 0.84
O -1.29 3.60 1.83
O -1.29 1.99 0.21
H -5.80 4.49 2.28
H -3.71 3.32 2.36
H -3.06 3.74 -1.76
H -5.18 4.99 -1.95
Se -4.77 -3.09 -2.42
C -3.98 -1.55 -1.89
N -3.53 -0.53 -1.62

> Number 5 is which compound?

C26H18HoN3OS3

> Which value of total charge does entry 1 give?

+1